Run one
DFT (ωB97M-V with the def2-TZVPD basis set) results for C3H5PS in the gas phase.

Geometry (Å):
C -0.48238 -1.17702 0.05868
C 0.09306 0.01470 -0.46330
C 0.14011 1.19962 0.14180
P -2.83515 0.97777 -0.03804
S -2.41300 -0.94067 0.02493
H -0.46022 -2.04813 -0.51683
H -0.45468 -1.41542 1.05242
H 0.41807 0.11016 -1.47903
H -0.39078 1.17737 1.15475
H 0.42428 2.09664 -0.41486

HOMO (alpha / beta)	-7.6 / -7.6	eV
net charge	0
2S+1	1

=====

Run two
DFT (ωB97M-V with the def2-TZVPD basis set) results for C3H5PS in the gas phase.

Geometry (Å):
P 0.81891 1.32602 -1.17024
C 0.75751 -0.12416 -0.01138
C -0.52803 -1.12732 -0.27548
S -0.39640 -1.97785 1.35104
C -0.47223 -0.21476 0.94055
H 1.09870 2.22173 -0.00907
H -0.65692 1.37356 -1.05881
H 1.79454 -0.63836 0.24114
H -1.12652 -1.28398 -1.08757
H -1.28957 0.44511 1.07982

HOMO	-8.6	eV
net charge	0
2S+1	1

=====

Which structure is the least stable? The one labeled run two.

=====

Run one
DFT (ωB97M-V with the def2-TZVPD basis set) results for a molecular structure, H20KrO10.

Geometry (Å):
Kr 12.34841 9.33136 0.28819
O 13.76814 7.04136 -1.82220
H 13.98358 7.39841 -0.96063
H 13.07111 7.60961 -2.15002
O 12.51024 11.46087 3.28234
H 12.31043 12.16585 3.89823
H 11.66956 11.02883 3.13117
O 9.85631 6.84702 -1.39671
H 10.31931 7.60198 -1.75989
H 8.98715 7.18189 -1.17614
O 12.76942 7.81964 4.31747
H 12.90775 7.24970 3.56098
H 13.41864 8.51558 4.21551
O 12.38463 12.96553 0.98606
H 12.43178 12.42773 1.77649
H 13.01154 13.67250 1.13906
O 11.52614 8.57190 -3.00534
H 11.44287 9.52444 -3.04955
H 11.50154 8.28620 -3.91858
O 15.04207 7.97228 0.45661
H 15.16780 8.85695 0.79980
H 14.96495 7.42138 1.23558
O 13.79344 6.17787 2.37933
H 13.18732 6.06475 1.64718
H 14.29823 5.36486 2.40080
O 10.02416 10.07528 2.61482
H 9.66640 9.19115 2.69568
H 9.39643 10.53837 2.06008
O 11.90812 5.48424 0.34047
H 11.27555 4.99812 0.86941
H 11.37231 6.05722 -0.20802

HOMO	-10.1	eV
net charge	0
2S+1	1

=====

Run two
DFT (ωB97M-V with the def2-TZVPD basis set) results for a molecular structure, H20KrO10.

Geometry (Å):
Kr 15.23939 -7.14140 9.99804
O 12.23516 -6.23440 12.35655
H 11.75414 -5.61834 12.90911
H 12.22942 -5.83256 11.48780
O 14.68533 -3.45740 11.07283
H 13.93931 -4.01633 10.85536
H 14.29237 -2.62972 11.34989
O 12.30887 -4.49477 10.23056
H 12.19696 -4.66609 9.29549
H 11.49390 -4.06840 10.49565
O 14.68598 -6.64525 13.90395
H 15.19900 -5.83926 13.84549
H 13.90576 -6.47185 13.37724
O 15.21195 -9.55312 7.18097
H 15.16118 -10.13591 6.42333
H 16.13310 -9.29668 7.22517
O 17.79694 -7.49705 12.52392
H 17.34309 -7.51745 11.68141
H 17.88244 -6.56577 12.72797
O 14.69282 -9.13678 12.69242
H 14.63453 -8.30847 13.16858
H 13.90718 -9.61833 12.95152
O 14.63771 -10.94821 9.70447
H 14.57722 -10.27889 10.38608
H 14.94341 -10.47545 8.93033
O 13.57453 -7.39476 6.42022
H 12.84264 -7.60134 7.00150
H 14.21626 -8.08495 6.58775
O 18.65805 -7.14890 8.63129
H 19.04980 -6.30767 8.86603
H 19.25372 -7.80190 8.99870

HOMO	-10.5	eV
net charge	0
2S+1	1

=====

Which structure is the least stable? The one labeled run two.

=====

Run one
DFT (ωB97M-V with the def2-TZVPD basis set) results for 4 unconnected molecules or ions with the total composition C3H14O5.

Geometry (Å):
O 0.65529 1.06151 0.73082
C 1.62605 -0.00415 0.88437
C 1.25229 -1.23822 0.07460
C 1.44671 -1.01774 -1.40948
O 1.04538 -2.15566 -2.14892
H 0.17316 1.03906 -0.10548
H 2.55452 0.41792 0.45497
H 1.70978 -0.04395 1.96593
H 2.04377 -1.90950 0.42241
H 0.24032 -1.57065 0.31633
H 0.93682 -0.09720 -1.73627
H 2.51579 -0.96073 -1.65037
H 0.10444 -2.18424 -2.18687
O -1.57366 2.58037 -0.01329
H -2.17492 3.27486 0.32073
H -0.88745 2.55282 0.68314
O -2.04020 -0.19471 1.81436
H -1.21539 0.08967 1.40104
H -1.78378 -0.32543 2.73112
O -2.08689 -0.05226 -0.95514
H -1.78807 0.78079 -1.30868
H -2.75397 -0.04256 -0.28530

HOMO	-10.4	eV
net charge	0
2S+1	1

=====

Run two
DFT (ωB97M-V with the def2-TZVPD basis set) results for 6 unconnected molecules or ions with the total composition C3H14O5.

Geometry (Å):
C -2.32469 -0.65893 -1.63944
O 0.20970 -1.06466 0.56310
C -2.56147 -0.18555 -0.37521
C -2.70651 -0.88858 0.81050
H -2.22588 -1.72388 -1.79594
H -2.33711 0.02530 -2.48768
H -0.75528 -1.02501 0.56219
H -2.68100 0.88258 -0.28308
H -3.05737 -0.37269 1.67982
H -2.80897 -1.97155 0.82705
H 4.17460 1.23517 -0.50101
H 2.84036 0.97452 0.33751
O 3.43131 0.63452 -0.42813
H 0.37669 1.82267 0.51074
H 1.89616 1.54562 2.11315
O 1.64835 1.25564 1.23290
H 3.01105 -1.16429 -0.66986
H 1.69173 -1.80790 -0.24555
O 2.55282 -2.03298 -0.62562
H -0.42669 2.78598 -0.45263
H 0.52142 -0.18737 0.89526
O -0.46918 1.92137 -0.02807

HOMO	-8.4	eV
net charge	0
2S+1	1

=====

Which structure is the least stable? The one labeled run two.

=====

Run one
DFT (ωB97M-V with the def2-TZVPD basis set) results for C22H26N2O4 in the gas phase.

Geometry (Å):
C -5.38151 -3.30755 0.97082
C -5.87255 -2.72799 -0.34784
O -4.88770 -1.88075 -0.94577
C -4.81475 -0.62283 -0.49995
O -5.53831 -0.16628 0.34432
C -3.72079 0.14360 -1.23228
C -2.37683 -0.58820 -1.10930
C -1.87735 -0.49234 0.33509
N -1.74480 0.89234 0.72001
C -0.59672 1.57619 0.58720
C 0.74477 1.27407 0.32257
N 1.45415 0.16927 0.02639
C 2.85144 0.25635 -0.34065
C 2.99843 0.30530 -1.87783
C 4.45038 0.12942 -2.35150
C 5.43926 0.07736 -1.18129
C 4.98457 -0.95769 -0.20230
C 5.79634 -1.97708 0.26594
C 5.30027 -2.90890 1.16224
C 3.98833 -2.82331 1.59293
C 3.16736 -1.81068 1.12474
C 3.65821 -0.88022 0.22363
C 1.16166 2.66943 0.51711
O 2.22264 3.25367 0.47409
C -0.28984 3.00671 0.77193
O -0.95387 3.99621 0.98370
C -3.00260 1.61077 0.69838
C -3.60606 1.57900 -0.70918
H -4.44111 -3.83448 0.82542
H -6.12015 -4.00235 1.35927
H -5.23585 -2.51121 1.69675
H -6.05072 -3.51480 -1.08320
H -6.78780 -2.14894 -0.18930
H -4.01740 0.15855 -2.28725
H -2.49091 -1.63115 -1.40542
H -1.65082 -0.11306 -1.77366
H -0.92321 -1.00495 0.46214
H -2.60704 -0.95926 1.00586
H 0.97264 -0.66220 -0.28825
H 3.23027 1.19673 0.07455
H 2.59690 1.25983 -2.22172
H 2.37597 -0.48753 -2.30239
H 4.72742 0.94554 -3.01902
H 4.54079 -0.80198 -2.91393
H 6.44092 -0.14786 -1.54931
H 5.46865 1.05468 -0.69184
H 6.82219 -2.03913 -0.06780
H 5.93882 -3.69966 1.52702
H 3.60150 -3.54476 2.29746
H 2.14946 -1.73966 1.47986
H -2.82872 2.64028 1.00992
H -3.68889 1.13355 1.40247
H -4.59325 2.03937 -0.68122
H -2.97164 2.15659 -1.38433

HOMO	-7.7	eV
net charge	0
2S+1	1

=====

Run two
DFT (ωB97M-V with the def2-TZVPD basis set) results for C22H26N2O4 in the gas phase.

Geometry (Å):
C 1.73272 1.02466 5.16255
C 0.30138 0.70546 4.72911
N -0.00718 1.27619 3.44541
C 0.11682 0.66103 2.22302
C 0.57444 -0.75963 2.10569
N 0.75558 -1.15460 0.73116
C -0.05883 -2.06733 0.13983
O -0.89582 -2.69067 0.76669
C 0.15602 -2.26032 -1.31895
C -0.92078 -2.73038 -2.05518
C -0.82990 -2.93736 -3.42571
O -1.89051 -3.36717 -4.18183
C -3.09739 -3.67796 -3.52767
C 0.39001 -2.69241 -4.07459
O 0.66774 -2.82969 -5.39856
C -0.19766 -3.53568 -6.25789
C 1.48855 -2.23451 -3.31365
O 2.63118 -2.04608 -4.03287
C 3.78000 -1.59639 -3.36138
C 1.36975 -2.01183 -1.95305
C -0.23183 1.53081 1.22877
C -0.58490 2.75987 1.84834
C -1.01434 3.99527 1.36497
C -1.27684 5.01398 2.25649
C -1.74164 6.35958 1.78125
C -1.10989 4.79873 3.63287
C -0.68750 3.59039 4.14087
C -0.42506 2.56556 3.24008
H 1.87832 2.10127 5.20690
H 2.44862 0.61188 4.45565
H 1.92968 0.60263 6.14437
H 0.15374 -0.37603 4.68313
H -0.40216 1.11262 5.46118
H 1.51706 -0.90298 2.65190
H -0.17590 -1.44471 2.51946
H 1.31862 -0.54978 0.15642
H -1.83558 -2.92152 -1.51968
H -3.53300 -2.79779 -3.04506
H -2.96225 -4.47072 -2.78595
H -3.76765 -4.02692 -4.31218
H -1.13957 -3.00589 -6.41324
H 0.34110 -3.60542 -7.20297
H -0.40708 -4.54049 -5.88422
H 4.55426 -1.52595 -4.12370
H 3.62728 -0.60861 -2.91266
H 4.10075 -2.30205 -2.58725
H 2.22612 -1.69378 -1.38135
H -0.25652 1.32537 0.17652
H -1.13955 4.14584 0.30228
H -1.82431 6.38139 0.69754
H -2.71527 6.59856 2.20819
H -1.04301 7.13608 2.09185
H -1.32095 5.61297 4.31147
H -0.56684 3.45450 5.20563

HOMO	-7.8	eV
net charge	0
2S+1	1

=====

Which structure is the least stable? The one labeled run two.

=====

Run one
DFT (ωB97M-V with the def2-TZVPD basis set) results for C3H6ClNO in the gas phase.

Geometry (Å):
C 0.79596 -1.05586 -0.74196
C 0.62969 -0.02285 0.49240
Cl 1.47515 -0.85310 1.71170
C -0.79639 0.22644 0.80393
N -1.60039 1.13975 0.43812
O -1.01281 2.07340 -0.39594
H 0.78241 -0.24864 -1.59089
H -0.20766 -1.76159 -0.70548
H 1.69737 -2.01537 -0.91718
H 1.33282 0.75292 0.27637
H -1.09882 -0.46699 1.54694
H -1.99735 2.23190 -0.91802

HOMO	-10.0	eV
net charge	0
2S+1	1

=====

Run two
DFT (ωB97M-V with the def2-TZVPD basis set) results for C3H6ClNO in the gas phase.

Geometry (Å):
C -2.12817 -0.80495 -0.12964
C -1.04403 -0.49803 0.53812
C 0.33183 -0.08576 -0.07134
Cl 1.38633 -1.53510 0.02265
O 0.90962 0.96270 0.60617
N 1.83387 1.62489 -0.27177
H -2.92761 -1.28975 0.40748
H -2.36605 -1.03500 -1.19093
H -0.96087 -0.62539 1.54534
H 0.24091 0.18327 -1.10047
H 2.40039 2.21982 0.32680
H 2.32378 0.88330 -0.68239

HOMO	-9.5	eV
net charge	0
2S+1	1

=====

Which structure is the least stable? The one labeled run one.

=====

Run one
DFT (ωB97M-V with the def2-TZVPD basis set) results for 2 unconnected molecules or ions with the total composition CHNO3.

Geometry (Å):
O 2.22135 -1.41941 0.67630
C 1.50781 -0.70097 0.07766
O 0.87815 0.00810 -0.51781
N -1.90525 0.91382 -0.16414
O -1.70323 -0.24800 0.08187
H -0.99884 1.44646 -0.15388

HOMO	-9.6	eV
net charge	0
2S+1	1

=====

Run two
DFT (ωB97M-V with the def2-TZVPD basis set) results for CHNO3 in the gas phase.

Geometry (Å):
O 0.56739 -1.54599 0.31075
C 0.58769 -0.40462 0.03553
N -0.66959 0.42622 -0.05382
O -1.67744 -0.38740 -0.41408
O -0.28099 1.69059 0.27694
H 1.47293 0.22121 -0.15532

HOMO (alpha / beta)	-11.5 / -11.5	eV
net charge	0
2S+1	1

=====

Which structure is the least stable? The one labeled run two.